Entry 1:
{"formula": "C19H10CuN5O4S", "method": "the ωB97M-V functional and the def2-TZVPD basis", "symbols": ["C", "H", "C", "H", "C", "H", "C", "O", "N", "C", "C", "C", "N", "C", "C", "H", "O", "H", "C", "H", "N", "C", "H", "H", "C", "H", "H", "C", "C", "N", "N", "C", "C", "C", "O", "O", "C", "C", "S", "Cu"], "xyz": [[-0.15, 0.06, 2.66], [-1.13, 2.89, -3.32], [-1.12, -0.41, -5.31], [-1.15, -2.56, -5.22], [-1.12, 0.76, -4.61], [-1.09, 1.70, -5.15], [3.54, 0.56, 2.04], [-1.14, 2.37, -1.40], [-1.28, 0.35, 1.99], [-1.15, -1.65, -4.64], [2.21, 1.41, 0.26], [-1.18, -0.48, -2.48], [1.23, -1.46, 5.72], [2.35, 0.17, 2.67], [-2.44, 0.01, 2.53], [4.48, 0.35, 2.52], [-1.08, -1.45, -7.35], [-3.32, 0.26, 1.95], [1.13, 0.44, 2.04], [4.35, 1.50, 0.29], [1.08, 1.05, 0.85], [-0.18, -0.59, 3.90], [-3.53, -0.88, 4.14], [-1.21, -2.62, -2.74], [3.46, 1.19, 0.82], [2.10, 1.91, -0.70], [-1.44, -1.44, 5.41], [-1.41, -0.94, 4.45], [2.32, -0.49, 3.96], [-1.08, -0.39, -6.76], [3.37, -0.83, 4.68], [-1.15, 0.76, -3.21], [-2.56, -0.63, 3.76], [-1.18, -1.68, -3.28], [-1.05, 0.70, -7.32], [-1.22, -0.58, -1.22], [1.09, -0.86, 4.55], [-1.13, 2.06, -2.60], [2.81, -1.54, 6.02], [-1.04, 0.98, 0.09]], "lowdin_charge": [-0.1107, 0.1296, -0.1662, 0.1171, 0.0381, 0.1234, 0.0140, -0.0333, 0.0631, 0.0009, -0.0858, -0.3514, -0.2149, -0.0827, -0.0817, 0.1211, 0.0577, 0.1217, -0.1220, 0.1104, 0.0998, -0.0812, 0.1117, 0.1144, -0.0270, 0.1222, 0.1214, 0.0151, -0.3029, -0.3695, -0.2140, -0.1143, -0.0263, 0.0040, 0.0539, -0.0639, -0.3023, -0.1871, 1.0201, 0.3776], "lumo_energy_ha": -0.0388, "e_tot_ha": -3343.4437, "largest_force_ev_per_a": 0.182, "orbital_gap_ev": 6.7}

Entry 2:
{"formula": "C19H11Br3CoN9OS2", "method": "the ωB97M-V functional and the def2-TZVPD basis", "symbols": ["N", "S", "Br", "C", "N", "H", "H", "C", "H", "H", "N", "C", "C", "N", "C", "N", "C", "N", "N", "Br", "N", "C", "C", "O", "C", "C", "H", "H", "C", "H", "C", "H", "C", "C", "C", "Br", "C", "Co", "N", "C", "H", "H", "H", "C", "C", "S"], "xyz": [[1.94, -0.35, -0.61], [-0.62, -2.07, -1.75], [-5.67, 3.63, -1.40], [-2.82, 0.66, -1.74], [-2.02, 0.84, -0.69], [-3.52, 3.53, 0.66], [4.59, -2.38, -0.70], [-1.60, -3.38, -1.13], [2.10, -2.38, -0.63], [4.20, 4.35, -0.73], [-0.40, -0.95, 1.40], [-0.97, -4.64, -1.33], [-4.18, 2.50, -1.12], [-3.88, -5.72, 0.01], [-3.36, 2.71, -0.03], [-0.39, -5.63, -1.49], [-3.38, -4.71, -0.24], [0.69, -0.57, 4.59], [-0.01, -0.70, 3.42], [6.44, 2.50, -0.81], [0.58, -0.78, 2.26], [3.99, 0.96, -0.69], [2.58, 0.85, -0.61], [0.45, 1.85, -0.39], [-1.55, -0.96, 2.10], [-2.30, 1.84, 0.15], [-4.56, 1.27, -2.85], [-1.63, 1.95, 0.99], [4.54, 2.26, -0.72], [5.80, -0.21, -0.77], [-3.92, 1.47, -2.00], [0.13, -0.07, 5.26], [1.71, 2.00, -0.53], [2.37, 3.24, -0.59], [2.65, -1.45, -0.64], [1.27, 4.80, -0.50], [-2.85, -3.42, -0.53], [-0.19, -0.19, -0.46], [-1.32, -0.80, 3.39], [4.05, -1.44, -0.68], [1.58, -0.13, 4.40], [-2.53, -1.10, 1.66], [-2.56, -0.14, -2.42], [4.72, -0.25, -0.72], [3.75, 3.37, -0.69], [-3.92, -2.15, -0.10]], "lowdin_charge": [0.0420, 0.6115, 0.7310, -0.1457, -0.0179, 0.1021, 0.1065, -0.7261, 0.0957, 0.0909, -0.0426, -0.3628, -0.6750, 0.1352, -0.0943, 0.1247, -0.3432, 0.1293, -0.2877, 0.7191, 0.1070, -0.1962, -0.1323, -0.1520, -0.1778, -0.1252, 0.1070, 0.1104, -0.6330, 0.0769, -0.0921, 0.0965, -0.4212, -0.6038, -0.1178, 0.7315, -0.8244, 0.4651, 0.1421, -0.0365, 0.0980, 0.0215, 0.0732, -0.0289, -0.1862, 0.5055], "s_squared": 3.76, "total_charge": -1, "lumo_energy_ha": [0.0694, 0.0649], "spin_multiplicity": 4, "e_tot_ha": -11199.9506, "largest_force_ev_per_a": 1.239, "orbital_gap_ev": [5.8, 5.8]}